Version w
# C4H9NOS

An isolated molecule of C4H9NOS (ωB97M-V/def2-TZVPD, the OMol25 dataset).

Each line ends with the Löwdin charge.
Element x y z (Å)
1 H -1.993 -0.868 -0.763  0.130
2 C -0.862 0.992 0.864  -0.132
3 H -0.737 0.867 -1.362  0.140
4 H -0.184 -2.033 3.002  -0.098
5 H -1.593 1.838 0.618  0.142
6 C 1.214 0.478 -0.474  -0.065
7 O -1.425 -0.127 1.585  -0.187
8 C -0.925 -0.973 -0.447  -0.206
9 H 1.594 -0.061 0.375  0.023
10 N -1.066 -1.280 1.011  -0.497
11 H -0.170 1.475 1.488  0.094
12 H 1.613 0.074 -1.325  0.038
13 C -0.333 0.375 -0.456  -0.359
14 H -0.536 -1.885 -1.033  0.152
15 S 0.433 -1.967 1.739  0.728
16 H 1.441 1.566 -0.562  0.098

The structure (SMILES) is C[C@@H]1CON(S)C1. The HOMO-LUMO gap is 9.15 eV. As for the highest occupied orbital energy: -0.306 hartree.


Version x
# C4H9NOS

An isolated molecule of C4H9NOS (ωB97M-V/def2-TZVPD, the OMol25 dataset).

Each line ends with the Löwdin charge.
Element x y z (Å)
1 O -2.571 -0.867 0.641  -0.383
2 C 0.013 0.127 1.174  -0.206
3 H -1.143 1.457 -1.765  0.071
4 S -1.350 -0.546 -0.005  0.875
5 H -0.396 -0.237 2.085  0.071
6 C 0.981 -1.416 -0.506  -0.446
7 C -1.924 1.021 -1.058  -0.136
8 H 0.208 1.187 1.082  0.094
9 C 1.145 -0.847 0.931  -0.240
10 N -0.314 -1.773 -0.818  -0.195
11 H -2.180 1.867 -0.465  0.021
12 H 1.450 -0.677 -1.229  0.107
13 H 1.710 -2.275 -0.551  0.123
14 H -2.845 0.871 -1.626  0.044
15 H 2.109 -0.426 1.114  0.102
16 H 0.919 -1.617 1.640  0.098

The structure (SMILES) is C[S@@]1(=O)=NCCC1. The HOMO-LUMO gap is 9.02 eV. As for the highest occupied orbital energy: -0.306 hartree.


Which structure is most stable, and how do the rest compare? From most to least stable: version w, version x.


Version w
# C6H16

A cluster of 2 separate species, C6H16 in total (ωB97M-V/def2-TZVPD, the OMol25 dataset).

Each line ends with the Löwdin charge.
Element x y z (Å)
1 H 0.022 -0.188 -2.262  0.095
2 H 0.117 -3.170 0.375  0.073
3 C 0.496 -1.071 -0.310  -0.535
4 H -0.631 1.374 1.555  0.080
5 C 0.913 -0.519 -1.661  -0.090
6 H -1.839 2.362 2.411  0.033
7 H -2.082 3.307 -0.292  0.063
8 C -1.233 2.384 1.552  -0.133
9 H 2.196 0.073 0.519  0.073
10 H -1.108 1.964 -0.468  -0.006
11 H 1.160 -3.201 -0.842  0.070
12 H 1.761 0.142 -1.324  0.082
13 H -2.790 1.770 0.009  0.071
14 H -0.515 -2.771 -1.205  0.100
15 C 1.569 -0.791 0.650  -0.110
16 H -0.511 3.134 1.742  0.040
17 C -1.847 2.313 0.113  -0.144
18 H 2.119 -1.715 0.586  0.077
19 H 1.125 -0.825 1.643  0.083
20 H -0.580 -0.645 -0.073  0.153
21 H 1.304 -1.360 -2.211  0.058
22 C 0.357 -2.567 -0.507  -0.135

The structure (SMILES) is CC(C)C.CC. The HOMO-LUMO gap is 12.03 eV. As for the highest occupied orbital energy: -0.402 hartree.


Version x
# C6H16

A cluster of 2 separate species, C6H16 in total (ωB97M-V/def2-TZVPD, the OMol25 dataset).

Each line ends with the Löwdin charge.
Element x y z (Å)
1 H 0.458 -0.520 -2.576  0.061
2 C 0.371 0.888 2.326  -0.136
3 H 0.521 1.539 1.464  0.063
4 H -1.481 1.764 -1.314  0.075
5 H 1.121 -1.984 1.198  0.071
6 H 2.379 0.232 2.811  0.097
7 H -2.132 0.585 -0.062  0.069
8 H -1.594 -1.313 -1.497  0.096
9 H 0.420 1.566 3.187  0.069
10 C -1.600 -0.313 -1.944  -0.318
11 C 1.622 -1.008 1.194  -0.118
12 H 1.222 -0.517 0.307  0.043
13 C -0.490 -0.207 -3.023  -0.123
14 C 1.430 -0.190 2.465  -0.317
15 C -1.433 0.766 -0.872  -0.124
16 H -0.372 0.835 -3.311  0.067
17 H 1.128 -0.851 3.285  0.098
18 H -0.683 -0.899 -3.843  0.065
19 H 2.662 -1.260 0.995  0.064
20 H -2.538 -0.227 -2.506  0.094
21 H -0.613 0.424 2.250  0.070
22 H -0.397 0.691 -0.535  0.035

The structure (SMILES) is CCC.CCC. The HOMO-LUMO gap is 12.36 eV. As for the highest occupied orbital energy: -0.412 hartree.


Version y
# C6H16

A cluster of 2 separate species, C6H16 in total (ωB97M-V/def2-TZVPD, the OMol25 dataset).

Each line ends with the Löwdin charge.
Element x y z (Å)
1 C -1.595 0.246 1.365  -0.103
2 H 3.909 1.757 -0.506  0.044
3 C 2.537 0.337 0.588  -0.174
4 H -0.331 -0.407 -2.085  0.091
5 H 2.884 0.684 -1.617  0.084
6 H 0.164 -1.280 -0.461  0.101
7 H -1.115 1.225 1.329  0.052
8 H 0.315 0.405 -0.624  0.049
9 H -3.430 -1.320 0.198  0.069
10 H -2.267 0.766 -0.570  0.150
11 H -2.790 -1.699 -1.378  0.042
12 H -1.297 -0.502 2.182  0.087
13 C 3.019 1.169 -0.610  -0.173
14 H 1.455 0.518 0.692  0.022
15 H -2.786 0.471 1.695  0.127
16 C -2.525 -1.460 -0.409  -0.111
17 H 2.756 0.681 1.556  0.043
18 C -0.440 -0.426 -0.965  -0.127
19 C -1.717 -0.183 -0.142  -0.513
20 H 2.309 2.016 -0.604  0.057
21 H -1.882 -2.285 0.028  0.099
22 H 2.826 -0.714 0.336  0.084

The structure (SMILES) is CC(C)C.CC. The HOMO-LUMO gap is 11.47 eV. As for the highest occupied orbital energy: -0.384 hartree.


Version z
# C6H16

A cluster of 2 separate species, C6H16 in total (ωB97M-V/def2-TZVPD, the OMol25 dataset).

Each line ends with the Löwdin charge.
Element x y z (Å)
1 H 0.009 -2.363 -1.665  0.027
2 H -0.780 -0.820 1.913  0.091
3 H 0.793 2.867 0.761  0.063
4 H 0.227 1.388 -0.039  0.032
5 C 0.160 2.480 -0.011  -0.164
6 H 2.253 -2.260 0.358  0.068
7 H -1.601 -0.231 0.358  0.113
8 H -1.287 -1.961 0.818  0.036
9 C 0.291 -1.409 -1.436  -0.077
10 H -1.754 2.872 0.812  0.063
11 H -0.291 -0.721 -2.073  0.076
12 H -1.638 2.841 -1.025  0.066
13 C -0.879 -1.028 0.822  -0.109
14 H 1.239 -2.398 1.840  0.110
15 H -1.221 4.226 -0.192  0.065
16 C 0.423 -1.123 0.103  -0.493
17 C -1.181 3.142 -0.078  -0.177
18 H 1.324 -1.310 -1.906  0.097
19 H 0.595 2.864 -0.896  0.052
20 H 1.113 -0.255 0.209  0.108
21 C 1.220 -2.322 0.685  -0.095
22 H 0.814 -3.175 0.219  0.048

The structure (SMILES) is CC(C)C.CC. The HOMO-LUMO gap is 12.23 eV. As for the highest occupied orbital energy: -0.409 hartree.


Which structure is most stable, and how do the rest compare? From most to least stable: version x, version z, version w, version y.


Version w
# C6H16

A cluster of 2 separate species, C6H16 in total (ωB97M-V/def2-TZVPD, the OMol25 dataset).

Each line ends with the Löwdin charge.
Element x y z (Å)
1 H 2.027 -0.150 -2.333  0.073
2 H 2.634 1.001 0.807  0.073
3 C -3.032 0.862 0.980  -0.156
4 H 2.902 -1.128 -1.195  0.064
5 H 0.999 -2.322 0.519  0.075
6 H 1.390 -1.741 -1.778  0.075
7 C 1.924 -0.836 -1.500  -0.080
8 H -1.551 0.704 -0.590  0.028
9 H 0.832 -1.112 1.767  0.074
10 H 0.944 1.648 0.719  0.067
11 C 1.353 -1.336 0.840  -0.100
12 H -2.605 -0.700 -0.532  0.063
13 C 1.198 -0.296 -0.259  -0.480
14 C 1.721 1.072 0.220  -0.080
15 H -2.240 1.434 1.464  0.054
16 H 0.148 -0.110 -0.474  0.082
17 H -3.234 0.833 -1.149  0.060
18 H 2.408 -1.493 1.074  0.077
19 H -3.408 0.052 1.600  0.057
20 C -2.569 0.379 -0.418  -0.153
21 H -3.851 1.582 0.901  0.056
22 H 2.008 1.656 -0.664  0.071

The structure (SMILES) is CC(C)C.CC. The HOMO-LUMO gap is 12.19 eV. As for the highest occupied orbital energy: -0.410 hartree.


Version x
# C6H16

A cluster of 2 separate species, C6H16 in total (ωB97M-V/def2-TZVPD, the OMol25 dataset).

Each line ends with the Löwdin charge.
Element x y z (Å)
1 H 3.232 0.176 2.278  0.061
2 H 0.202 -1.013 -1.073  0.052
3 H -2.275 0.799 1.106  0.076
4 C -1.894 0.075 0.384  -0.097
5 H 1.539 -1.919 0.756  0.064
6 H 0.338 0.274 -2.196  0.078
7 H 3.201 -1.436 2.766  0.062
8 H -1.360 -0.663 0.983  0.062
9 H 1.529 -0.269 0.481  0.042
10 C -1.075 0.733 -0.694  -0.505
11 H -1.118 -0.713 -2.266  0.081
12 H -2.624 2.293 -1.068  0.073
13 H 0.968 -0.818 2.065  0.065
14 C 3.110 -0.821 1.865  -0.162
15 H -1.319 2.190 -2.264  0.076
16 H 3.870 -1.087 1.149  0.058
17 C -1.957 1.613 -1.596  -0.089
18 H -2.599 0.943 -2.170  0.075
19 H -2.783 -0.464 0.039  0.083
20 C 1.708 -0.983 1.283  -0.178
21 H -0.304 1.355 -0.232  0.124
22 C -0.387 -0.263 -1.595  -0.101

The structure (SMILES) is CC(C)C.CC. The HOMO-LUMO gap is 12.41 eV. As for the highest occupied orbital energy: -0.416 hartree.


Version y
# C6H16

A cluster of 2 separate species, C6H16 in total (ωB97M-V/def2-TZVPD, the OMol25 dataset).

Each line ends with the Löwdin charge.
Element x y z (Å)
1 C -0.406 1.783 -1.550  -0.094
2 H -2.334 1.370 0.348  0.081
3 H 1.030 -3.813 -1.247  0.059
4 H -1.341 0.467 1.512  0.074
5 H -0.401 2.691 1.797  0.073
6 H 0.548 2.077 -1.990  0.072
7 C -0.222 2.912 0.731  -0.105
8 H 2.497 -3.412 -0.481  0.061
9 H 1.406 -2.750 1.626  0.062
10 C 0.787 -3.158 0.825  -0.172
11 H -1.120 2.593 -1.757  0.076
12 C -0.282 1.621 -0.018  -0.496
13 H 0.624 1.012 0.012  0.121
14 H 1.453 -2.076 -0.927  0.052
15 H 0.753 3.397 0.739  0.076
16 H -0.814 0.903 -2.040  0.066
17 C 1.450 -3.095 -0.548  -0.169
18 H -1.547 -0.141 -0.152  0.066
19 H -1.013 3.669 0.737  0.083
20 C -1.446 0.749 0.464  -0.095
21 H 0.534 -4.188 1.068  0.059
22 H -0.156 -2.612 0.849  0.049

The structure (SMILES) is CC(C)C.CC. The HOMO-LUMO gap is 11.93 eV. As for the highest occupied orbital energy: -0.400 hartree.


Which structure is most stable, and how do the rest compare? From most to least stable: version x, version w, version y.


Version w
# C6H16

A cluster of 2 separate species, C6H16 in total (ωB97M-V/def2-TZVPD, the OMol25 dataset).

Each line ends with the Löwdin charge.
Element x y z (Å)
1 H -0.216 0.211 -1.337  0.071
2 H -1.103 -0.107 -3.653  0.065
3 H -1.629 -1.736 -3.130  0.087
4 H 2.955 0.058 2.270  0.049
5 H 1.124 2.972 1.236  0.039
6 C -1.679 -0.980 -0.479  -0.149
7 C 2.040 -0.185 1.813  -0.138
8 H 1.127 1.189 3.101  0.064
9 H -2.520 -0.319 -0.500  0.060
10 H 1.855 1.836 0.445  -0.003
11 H -0.158 0.528 2.113  0.080
12 H 0.230 -1.524 -1.695  0.131
13 H -2.525 -0.344 -2.392  0.083
14 C 1.051 1.926 1.035  -0.099
15 H -2.056 -1.986 -0.598  0.068
16 C -1.507 -0.660 -2.801  -0.150
17 H 2.220 -0.537 0.808  0.059
18 H 0.041 1.830 0.368  0.104
19 C 0.903 0.775 2.171  -0.248
20 H -1.219 -0.986 0.525  0.061
21 H 1.694 -1.189 2.279  0.094
22 C -0.631 -0.772 -1.579  -0.328

The structure (SMILES) is CCC.CCC. The HOMO-LUMO gap is 11.81 eV. As for the highest occupied orbital energy: -0.392 hartree.


Version x
# C6H16

A cluster of 2 separate species, C6H16 in total (ωB97M-V/def2-TZVPD, the OMol25 dataset).

Each line ends with the Löwdin charge.
Element x y z (Å)
1 H -1.818 1.250 -0.609  0.084
2 H 0.459 -2.121 -1.760  0.091
3 H 0.312 -0.009 2.685  0.028
4 H 0.713 1.376 3.527  0.056
5 C 0.468 -1.016 -1.789  -0.107
6 C -0.777 0.869 -0.691  -0.073
7 C -1.985 -1.196 -1.531  -0.098
8 H 1.459 -0.716 -1.372  0.085
9 H -0.262 1.357 -1.421  0.035
10 C 0.689 0.932 2.552  -0.188
11 H -2.973 -0.683 -1.307  0.086
12 H -2.195 -2.251 -1.250  0.079
13 H -0.482 -1.115 0.169  0.144
14 H 2.994 0.287 2.466  0.072
15 H 2.431 1.995 2.227  0.091
16 C 2.133 0.882 2.106  -0.165
17 H 2.103 0.713 1.025  0.040
18 H -1.849 -1.032 -2.576  0.058
19 H -0.380 1.127 0.323  0.036
20 C -0.686 -0.670 -0.878  -0.469
21 H -0.030 1.548 1.957  0.069
22 H 0.461 -0.525 -2.689  0.045

The structure (SMILES) is CC(C)C.CC. The HOMO-LUMO gap is 11.89 eV. As for the highest occupied orbital energy: -0.397 hartree.


Which structure is most stable, and how do the rest compare? From most to least stable: version x, version w.